No. 1
# C32H31N4O7PPdS2

A molecular structure, C32H31N4O7PPdS2 (ωB97M-V/def2-TZVPD, OMol25).

```
78
Properties=species:S:1:pos:R:3:mulliken_charge:R:1
Pd 0.07 0.61 -1.39 -0.04
S 0.78 2.79 4.53 1.46
S -1.22 1.22 -4.01 1.31
P -1.62 -0.99 -1.46 2.23
O -1.38 2.01 -2.77 -0.68
O -0.04 0.39 -4.06 -0.69
O 0.07 2.25 0.83 -0.69
O 1.52 3.15 -0.66 -0.72
O -1.43 2.00 -5.22 -0.81
O 1.06 3.85 5.47 -0.78
O -0.11 1.73 4.91 -0.73
N 3.02 -2.49 -1.86 -0.77
N 1.76 -0.33 -0.49 -0.05
N 3.84 -1.01 -3.44 -0.54
N 0.20 3.46 3.18 -0.27
C -1.30 -3.34 0.04 -0.45
C -1.03 -4.69 0.23 -0.87
C 2.26 -2.66 -0.74 -0.47
C -1.14 -5.02 -2.14 -0.64
C -3.87 -1.42 0.34 0.02
C -3.52 0.16 -5.00 -0.59
C -4.85 -0.98 1.22 -0.80
C 2.48 1.34 2.93 -0.14
C -1.53 -2.81 -1.23 0.14
C -4.79 -1.64 -4.06 -0.84
C -4.61 -0.69 -5.06 -0.50
C -3.93 1.23 1.11 -0.71
C 3.71 0.79 2.63 -0.75
C 0.76 3.20 0.32 0.84
C 4.80 0.95 3.47 0.80
C 3.43 2.27 4.96 -0.58
C 2.54 -0.15 -1.59 0.11
C -2.77 -0.88 -2.94 -0.15
C -2.94 0.79 0.24 -0.46
C 6.14 0.36 3.11 -1.50
C -2.60 0.07 -3.96 -0.40
C 3.11 -1.23 -2.27 0.29
C 2.34 2.08 4.10 0.06
C 0.62 4.56 1.04 -1.06
C -4.89 0.36 1.60 -0.47
C 1.64 -1.63 -0.09 -0.51
C -1.42 -3.67 -2.32 -0.68
C -3.88 -1.72 -3.02 0.01
C 1.01 4.50 2.51 -0.43
C -0.95 -5.54 -0.87 -0.49
C 4.65 1.70 4.64 -0.54
C -2.90 -0.54 -0.17 0.45
H 2.08 4.29 2.58 0.34
H 2.16 -3.67 -0.38 0.38
H 6.53 -0.26 3.93 0.36
H -1.35 -2.68 0.90 0.63
H 4.13 -0.06 -3.61 0.24
H -1.54 -3.28 -3.32 0.49
H -3.85 -2.47 0.06 0.25
H -0.86 -5.07 1.23 0.37
H -5.32 -0.61 -5.87 0.35
H 4.53 -1.71 -3.62 0.26
H 1.03 -1.81 0.79 0.48
H -4.04 -2.46 -2.24 0.20
H -5.65 -2.31 -4.09 0.38
H 6.88 1.14 2.91 0.30
H 5.50 1.85 5.30 0.35
H -2.17 1.46 -0.11 0.21
H 3.29 2.87 5.85 0.45
H -3.35 0.91 -5.76 0.54
H 1.65 1.23 2.23 0.32
H 6.07 -0.26 2.22 0.34
H -1.06 -5.67 -3.00 0.38
H 3.82 0.24 1.70 0.30
H 1.24 5.29 0.53 0.37
H 2.74 0.87 -1.87 0.34
H -0.44 4.86 0.97 0.27
H -0.07 2.75 2.47 0.33
H -0.73 -6.59 -0.73 0.35
H -5.65 0.71 2.28 0.35
H 0.83 5.45 3.00 0.39
H -3.93 2.27 1.42 0.41
H -5.58 -1.68 1.61 0.38
```

Its charge is -2. For the relative energy (zero: lowest compared OMol25 entry of this formula, charge and spin), the calculation gives 233.1 kJ/mol. Its HOMO-LUMO gap (spin up / spin down) is 4.74 / 4.75 eV.

=====

No. 2
# C2H3NO

A molecular structure, C2H3NO (ωB97M-V/def2-TZVPD, OMol25).

```
7
Properties=species:S:1:pos:R:3:nbo_charge:R:1
O 0.40 -1.13 0.13 -0.83
N -1.39 -0.27 1.27 -0.16
C -0.90 0.50 0.56 0.17
C 0.15 0.66 -0.38 -0.12
H -0.17 0.83 -1.42 0.23
H 0.97 -1.92 -0.02 0.48
H 0.94 1.37 -0.09 0.23
```

Its charge is 0. For the relative energy (zero: lowest compared OMol25 entry of this formula, charge and spin), the calculation gives 401.0 kJ/mol. Its HOMO-LUMO gap is 10.29 eV.

=====

No. 3
# C39H35Co2NO5P

A molecular structure, C39H35Co2NO5P (ωB97M-V/def2-TZVPD, OMol25).

```
83
Properties=species:S:1:pos:R:3:mulliken_charge:R:1
Co -0.12 1.26 1.14 -0.59
Co -0.46 0.31 -1.10 -0.01
P 0.16 1.91 -2.31 1.59
O -3.32 0.51 -1.23 -0.57
O -2.96 1.58 1.58 -0.49
O 0.70 -1.90 -2.54 -0.56
O 0.64 1.56 3.89 -0.41
O 0.82 4.00 0.50 -0.50
N 0.63 -3.01 2.79 0.69
C -1.38 0.39 -5.78 -0.68
C 1.81 -5.12 2.05 -1.04
C -2.45 -1.17 2.56 0.02
C -2.35 5.77 -2.79 -0.59
C -0.59 -3.55 2.15 -0.16
C 0.98 0.73 -6.20 -0.66
C 3.60 4.23 -2.08 -0.63
C 1.90 2.50 -2.17 -0.22
C 0.79 -5.13 4.24 -1.12
C -1.15 -1.13 4.64 -0.71
C -2.31 -0.86 5.35 -0.99
C 0.77 -3.59 4.26 -0.64
C -1.86 1.35 1.31 -0.07
C -1.42 5.42 -3.77 -0.73
C -3.52 -0.67 4.68 -0.61
C 0.35 1.52 2.77 -0.43
C 1.84 -3.57 1.97 -0.46
C 0.82 -0.03 0.24 -0.69
C 1.14 1.28 -4.92 -0.04
C 4.59 3.26 -1.93 -0.56
C -3.62 -0.89 3.30 -0.68
C -0.64 4.27 -3.60 -0.21
C 0.21 -1.02 -2.00 -0.03
C -1.21 -1.15 3.25 0.86
C -1.72 3.83 -1.47 0.06
C 4.24 1.91 -1.88 -0.84
C -0.63 -5.03 2.15 -1.43
C -0.79 3.48 -2.45 0.12
C -1.24 0.95 -4.51 -0.35
C 0.23 -0.51 1.38 1.38
C 0.61 -5.69 2.82 0.01
C 0.03 1.36 -4.07 0.01
C 2.90 1.52 -2.01 -0.37
C -2.16 0.48 -1.14 0.17
C 0.21 -1.47 2.49 0.46
C 0.47 2.91 0.64 0.76
C -2.50 4.99 -1.64 -0.91
C 2.26 3.85 -2.18 -0.44
C -0.27 0.28 -6.63 -0.48
H -4.59 -0.83 2.79 0.42
H -0.22 -1.42 5.13 0.66
H -3.23 5.26 -0.87 0.42
H -0.13 -3.28 4.77 0.36
H -2.10 1.05 -3.85 0.31
H 1.49 4.62 -2.27 0.43
H 1.12 -1.33 3.10 -0.11
H 1.85 0.65 -6.86 0.37
H 2.63 0.46 -1.98 0.36
H -0.39 -0.17 -7.62 0.34
H -1.86 3.20 -0.58 0.05
H -1.29 6.03 -4.68 0.37
H 1.67 -3.17 4.75 0.48
H 2.80 -3.17 2.33 0.45
H 1.85 -5.55 1.05 0.46
H -1.57 -5.32 2.63 0.48
H -0.56 -3.07 1.15 0.48
H 3.87 5.29 -2.12 0.37
H -1.41 -3.17 2.77 0.13
H 5.64 3.55 -1.85 0.33
H 0.09 3.98 -4.37 0.44
H 2.11 1.63 -4.58 0.30
H 5.00 1.13 -1.75 0.39
H -2.97 6.66 -2.93 0.35
H -2.57 -1.61 1.54 0.23
H -4.41 -0.43 5.27 0.35
H -2.37 0.05 -6.11 0.38
H 1.72 -5.49 4.69 0.37
H -0.79 -5.34 1.14 0.46
H 2.73 -5.50 2.50 0.40
H 1.66 -3.24 0.94 0.24
H 0.04 -5.48 4.95 0.46
H -2.24 -0.79 6.42 0.40
H 1.82 -0.38 -0.04 0.43
H 0.53 -6.80 2.80 0.37
```

Its charge is -1. For the relative energy (zero: lowest compared OMol25 entry of this formula, charge and spin), the calculation gives 396.0 kJ/mol. Its HOMO-LUMO gap is 3.41 eV.

=====

No. 4
# C60H66BBr2ClF6N9O4S2

9 unconnected molecules or ions with the total composition C60H66BBr2ClF6N9O4S2 (ωB97M-V/def2-TZVPD, OMol25).

```
151
Properties=species:S:1:pos:R:3:mulliken_charge:R:1
Br 4.90 -2.67 -0.64 -0.14
Br 2.34 -0.82 -4.27 -0.16
Cl -0.37 -0.14 3.12 -0.33
S -4.92 0.53 -3.30 -0.25
S -2.76 -0.76 -1.45 -0.13
F 4.80 0.51 -1.19 -0.44
F 3.20 2.02 -3.00 -0.32
F 1.11 3.85 -0.60 -0.19
F 0.94 2.08 -2.83 -0.25
F 2.29 4.43 -2.43 -0.31
F 3.45 3.69 -0.64 -0.19
O 2.13 1.32 0.35 -0.38
O -7.98 -0.77 0.58 -0.44
O 1.15 -2.02 1.94 -0.59
O 3.61 -0.41 0.45 -0.16
N 8.19 1.46 0.89 -0.11
N -3.69 -2.96 3.15 -0.32
N -6.24 6.65 -8.05 -0.54
N -6.06 3.75 1.08 -0.43
N 2.29 -5.52 -3.93 -0.44
N -4.41 2.05 -7.41 -0.48
N 7.12 -0.82 4.57 -0.31
N -2.01 -4.43 8.40 -0.28
N -5.43 -0.24 -0.71 0.19
C -5.85 -1.66 -0.52 -0.41
C -4.37 -3.94 3.75 0.03
C -5.32 3.40 2.14 -0.19
C 9.39 1.94 0.53 -0.41
C 5.17 -1.35 -3.62 -1.10
C -5.45 4.51 0.15 -0.22
C 2.44 -6.83 -3.67 -0.24
C -6.61 0.65 -0.88 -0.49
C 0.20 -5.60 -2.74 -0.57
C 9.87 -1.30 4.51 -0.25
C 8.27 0.04 -1.06 -0.93
C -3.70 1.70 -6.33 -0.19
C -3.29 -4.20 8.73 -0.02
C -2.70 -3.20 10.81 -0.13
C -2.39 -2.85 3.47 -0.07
C -2.48 -4.68 4.98 -0.26
C 9.23 -1.03 5.71 -0.39
C 4.92 2.35 4.13 -0.79
C 9.51 0.56 -1.40 -0.29
C 2.23 3.49 -1.34 0.48
C 7.76 -1.07 3.42 0.03
C -1.74 -3.67 4.37 -0.38
C 2.14 2.04 -2.04 0.78
C 2.51 -0.01 2.65 -0.48
C -4.48 -0.14 -1.82 -0.25
C -1.61 0.70 -1.60 -0.58
C 1.52 -7.58 -2.96 -0.36
C 7.65 0.52 0.09 0.21
C 1.17 -4.93 -3.46 -0.14
C -4.14 4.94 0.24 -0.45
C -8.17 5.26 -6.60 -0.50
C -1.37 -3.43 10.50 -0.44
C 2.18 0.81 -1.01 1.54
C 10.08 1.53 -0.59 -0.36
C 0.38 -6.95 -2.48 -0.19
C -3.40 4.57 1.35 -0.18
C 0.82 -0.05 -1.06 -1.09
C 1.21 -0.89 2.46 0.70
C -4.00 3.78 2.33 -0.53
C 3.51 -0.14 -0.97 0.07
C 9.12 -1.32 3.34 -0.66
C -1.76 2.85 -7.08 -0.42
C -8.33 6.62 -6.87 -0.28
C -7.43 0.57 0.52 -0.52
C 4.44 1.53 1.73 0.75
C -3.78 2.81 -8.32 -0.62
C -6.10 5.35 -7.77 -0.20
C -3.69 -3.59 9.92 -0.59
C -2.47 3.23 -8.21 -0.28
C 3.44 -1.62 -1.57 -0.27
C -7.34 7.26 -7.60 -0.27
C -2.38 2.07 -6.12 -0.02
C -7.04 4.61 -7.06 -0.18
C -6.93 -1.75 0.68 -0.30
C -1.08 -4.04 9.28 -0.24
C -0.46 0.71 -0.44 -0.09
C 4.23 2.61 2.88 -0.56
C 7.86 -0.80 5.69 -0.26
C 3.70 -1.75 -3.14 0.13
C -3.82 -4.82 4.67 -0.76
B 3.08 0.71 1.29 -0.32
H 4.38 2.15 5.12 0.19
H 9.80 2.70 1.19 0.36
H -7.41 -2.79 0.58 0.30
H -0.69 -3.54 4.59 0.43
H -5.42 -4.02 3.47 0.35
H -4.38 3.08 -9.19 0.59
H 11.05 1.96 -0.83 0.39
H -8.92 4.73 -6.03 0.38
H -5.20 4.88 -8.15 0.41
H 1.70 -8.63 -2.78 0.35
H -4.03 -4.52 8.00 0.31
H 5.25 0.76 1.95 -0.44
H 7.32 -0.59 6.60 0.36
H 5.19 -1.53 -4.76 0.43
H 2.48 -2.19 -1.33 0.60
H 3.58 -2.87 -3.39 0.21
H 1.07 -3.88 -3.69 0.46
H -2.26 1.63 -1.46 0.39
H -1.18 0.68 -2.65 0.17
H -4.42 -5.59 5.13 0.41
H 6.06 2.29 4.07 0.20
H -7.42 8.31 -7.84 0.36
H 6.01 -1.99 -3.19 0.25
H -3.70 5.55 -0.54 0.38
H -1.86 1.76 -5.22 0.45
H -6.88 3.56 -6.86 0.44
H 9.78 -1.01 6.64 0.35
H -5.83 2.79 2.88 0.40
H 3.35 -7.27 -4.05 0.36
H -7.31 0.24 -1.70 0.31
H -9.20 7.16 -6.53 0.36
H -6.42 -1.73 1.71 0.19
H 10.02 0.21 -2.29 0.38
H 7.14 -1.08 2.54 0.40
H -0.58 -3.15 11.17 0.35
H -0.30 1.80 -0.18 0.23
H 1.01 -0.96 -0.38 0.12
H -0.68 -5.08 -2.39 0.43
H 7.79 -0.72 -1.66 0.39
H 3.34 -0.73 3.01 0.06
H -4.93 -2.29 -0.26 0.27
H 6.68 0.15 0.40 0.31
H -2.97 -2.73 11.75 0.36
H -6.28 1.73 -1.09 0.36
H -0.06 -4.24 8.99 0.35
H -2.02 3.84 -8.98 0.39
H 0.55 -0.46 -2.08 0.20
H 5.40 -0.23 -3.51 0.21
H -8.23 1.39 0.51 0.36
H -0.87 0.06 0.40 -0.07
H -6.68 0.77 1.37 0.26
H -6.32 -2.05 -1.50 0.28
H -0.36 -7.51 -1.92 0.37
H -6.07 4.78 -0.70 0.40
H -1.85 -2.04 2.97 0.20
H -2.01 -5.35 5.70 0.36
H 4.82 2.12 0.81 0.01
H 9.59 -1.53 2.38 0.37
H -3.45 3.47 3.21 0.39
H -4.23 1.08 -5.61 0.25
H -0.73 3.16 -6.95 0.41
H 2.32 0.69 3.53 0.44
H -4.73 -3.43 10.13 0.35
H -2.37 4.88 1.46 0.44
H 10.94 -1.49 4.48 0.36
H 3.62 3.56 2.81 0.30
```

Its charge is -1. Its HOMO-LUMO gap is 6.00 eV.

=====

No. 5
# C3H7N3O

C3H7N3O in the gas phase (ωB97M-V/def2-TZVPD, OMol25).

```
14
Properties=species:S:1:pos:R:3:nbo_charge:R:1
O 0.76 2.30 -0.57 -0.60
N 0.75 0.30 0.59 -0.68
N -2.19 -0.73 0.77 -0.61
N -1.15 1.01 -0.38 -0.69
C -1.48 -0.36 -0.20 0.28
C 0.17 1.33 -0.16 0.79
C 1.82 -0.50 0.04 -0.41
H 2.79 -0.04 0.22 0.20
H 0.19 -0.10 1.33 0.40
H -2.35 -1.74 0.72 0.34
H 1.80 -1.49 0.49 0.20
H -1.76 1.67 -0.86 0.42
H 1.69 -0.62 -1.05 0.19
H -1.03 -1.03 -0.94 0.15
```

Its charge is 0. As for the SMILES: [H]/N=C/NC(=O)NC. For the relative energy (zero: lowest compared OMol25 entry of this formula, charge and spin), the calculation gives 121.6 kJ/mol. Its HOMO-LUMO gap is 10.23 eV.

=====

No. 6
# C22H63N3O13

8 unconnected molecules or ions with the total composition C22H63N3O13 (ωB97M-V/def2-TZVPD, OMol25).

```
101
Properties=species:S:1:pos:R:3:mulliken_charge:R:1
O -3.57 0.44 -1.74 -0.21
O -2.35 -4.00 -0.82 -0.46
O -0.28 -1.74 2.28 -0.59
O 2.92 5.34 -2.73 -0.37
O -0.83 -4.41 -3.10 -0.57
O 0.28 0.17 4.31 -0.05
O -0.96 3.01 1.31 -0.27
O -2.99 -3.41 2.22 -0.59
O 5.09 0.35 -0.62 -0.64
O 2.20 3.23 1.39 -0.64
O 2.57 -3.21 -3.49 -0.50
O -1.96 -1.23 -0.29 -0.25
O 3.03 -1.73 -1.09 -0.59
N 1.08 2.48 -1.33 -0.10
N 3.30 -1.22 5.96 -0.78
N -6.12 -1.75 -3.29 -0.74
C 0.45 -3.98 -2.72 0.32
C -4.82 -1.34 -2.71 1.01
C -3.71 -1.76 -3.64 -1.40
C 2.54 -0.46 4.95 0.62
C 2.94 -0.37 -1.50 -0.09
C -2.54 -4.58 1.58 -0.38
C 1.27 2.45 2.17 0.97
C 0.09 -1.37 0.96 0.96
C -0.93 -0.46 0.33 0.38
C 3.90 6.19 -2.20 -0.75
C 2.84 -1.03 3.55 -0.70
C 1.08 -0.38 5.33 -1.10
C 3.67 0.47 -0.48 0.56
C -0.05 3.18 2.39 -0.92
C 1.45 -3.97 -3.87 -0.61
C 1.26 3.80 -2.01 0.38
C -4.79 0.17 -2.42 -1.00
C 0.37 4.83 -1.33 -1.44
C 2.74 4.16 -1.99 -0.74
C -3.42 1.77 -1.34 -0.59
C -3.12 -4.72 0.15 -0.42
C -1.10 0.15 4.58 -1.01
H 0.27 -2.25 0.34 0.09
H -0.06 -1.00 2.88 0.28
H -1.40 -4.25 -2.33 0.51
H -6.80 -1.05 -2.98 0.28
H 5.38 -0.34 0.00 0.38
H -2.71 -1.56 -3.27 0.21
H -1.65 0.73 3.84 0.24
H 1.88 -0.10 -1.59 0.00
H 1.14 1.44 1.77 -0.35
H 0.20 4.24 2.57 0.34
H 4.86 5.68 -2.09 0.33
H 1.62 -5.00 -4.21 0.28
H 0.66 -1.39 5.52 0.37
H 0.71 4.94 -0.30 0.22
H -1.49 -0.88 4.57 0.38
H 2.02 2.99 0.47 -0.21
H 0.92 -3.51 -4.72 0.34
H -3.13 -5.75 -0.19 0.43
H -4.12 -4.28 0.20 0.23
H 2.86 -2.28 -1.87 0.34
H 3.89 -1.30 3.50 0.54
H -2.84 -5.44 2.19 0.41
H 0.41 -2.94 -2.35 -0.21
H 3.30 3.32 -2.42 0.26
H 0.93 0.11 6.30 0.46
H 2.86 0.60 4.95 0.19
H -0.67 4.51 -1.36 0.36
H 4.07 7.04 -2.87 0.27
H 0.93 3.74 -3.05 0.45
H -1.83 3.30 1.61 0.22
H -6.11 -1.60 -4.29 0.29
H -1.36 0.28 1.01 0.22
H -4.66 -1.84 -1.75 -0.15
H 1.08 -0.89 0.99 -0.96
H 2.95 -2.80 -4.28 0.27
H -2.62 -0.62 -0.69 0.17
H 3.64 6.61 -1.22 0.30
H 2.17 -1.88 3.42 0.05
H 3.04 -0.86 6.88 0.29
H -3.80 -1.25 -4.61 0.43
H -1.44 -4.62 1.55 0.20
H -5.62 0.43 -1.75 0.42
H -2.21 -3.09 -0.52 0.22
H 0.47 5.81 -1.79 0.44
H 0.84 -4.58 -1.89 0.23
H -3.80 -2.83 -3.83 0.40
H -2.25 -2.79 2.31 0.27
H -1.35 0.63 5.53 0.32
H 1.21 1.78 -2.05 0.29
H 3.30 0.12 0.49 -0.38
H 0.14 2.45 -0.97 -0.21
H 3.07 4.23 -0.95 0.57
H 4.25 -0.87 5.89 0.29
H 3.51 1.54 -0.58 -0.03
H 2.62 -0.28 2.79 -0.16
H 1.79 2.43 3.13 0.19
H -0.52 2.89 3.33 0.44
H -4.14 2.09 -0.57 0.36
H 3.33 -0.28 -2.52 0.51
H -4.81 0.75 -3.35 0.31
H -0.47 0.19 -0.43 -0.22
H -2.41 1.95 -0.97 -0.09
H -3.60 2.49 -2.15 0.38
```

Its charge is 0. As for the SMILES: COC[C@H](C)N.COC[C@H](C)N.COC[C@H](C)N.OCCO.OCCO.OCCO.OCCO.OCCO. For the relative energy (zero: lowest compared OMol25 entry of this formula, charge and spin), the calculation gives 0.0 kJ/mol. Its HOMO-LUMO gap is 9.72 eV.

=====

Max |F|, record by record: 1.43, 1.91, 5.76, 4.78, 0.61, 2.19 eV/Å